(1)
{"formula": "C20H41N2OP3Ti", "method": "ωB97M-V/def2-TZVPD", "de_lowest_kj_mol": 93.4, "homo_energy_ev": -19.97, "total_charge": 4, "multiplicity": 1, "mol_weight_g_mol": 466.350, "total_energy_ev": -77369.8635, "elements": ["Ti", "P", "P", "P", "H", "C", "C", "H", "C", "C", "C", "C", "C", "C", "C", "C", "C", "H", "H", "H", "H", "H", "H", "H", "H", "H", "H", "H", "H", "H", "H", "H", "H", "H", "H", "H", "H", "H", "H", "H", "H", "H", "H", "H", "H", "H", "C", "C", "C", "C", "C", "C", "O", "H", "H", "H", "H", "H", "H", "N", "C", "C", "C", "N", "H", "H", "H", "H"], "xyz": [[-0.093, -0.581, 0.176], [0.776, -2.569, -0.680], [2.409, 0.023, 1.368], [-2.555, 0.277, 0.170], [1.912, 3.034, 0.114], [0.974, 3.620, 0.208], [0.287, 3.546, 1.350], [0.782, 3.241, 2.293], [2.043, -2.264, -1.976], [1.473, -3.821, 0.444], [-0.903, -3.030, -1.303], [2.931, 1.504, 2.358], [2.713, -1.225, 2.699], [3.905, -0.198, 0.333], [-3.219, 1.809, 0.957], [-3.546, -1.037, 0.957], [-3.303, 0.373, -1.472], [0.593, 4.102, -0.725], [-0.801, 3.711, 1.355], [1.614, -2.362, -3.005], [2.865, -2.977, -1.800], [2.460, -1.224, -1.868], [1.338, -4.832, 0.035], [0.992, -3.768, 1.436], [2.543, -3.614, 0.601], [-0.811, -3.935, -1.930], [-1.346, -2.207, -1.907], [-1.598, -3.227, -0.460], [3.974, 1.409, 2.717], [2.287, 1.611, 3.244], [2.823, 2.419, 1.760], [3.763, -1.209, 3.034], [2.460, -2.228, 2.338], [2.071, -1.008, 3.562], [4.826, 0.116, 0.839], [3.793, 0.405, -0.573], [4.007, -1.242, 0.025], [-4.315, 1.849, 0.798], [-2.753, 2.712, 0.526], [-3.018, 1.790, 2.039], [-4.579, -0.959, 0.584], [-3.535, -0.898, 2.046], [-3.129, -2.024, 0.708], [-4.366, 0.595, -1.364], [-3.186, -0.581, -1.992], [-2.840, 1.145, -2.095], [-0.113, 1.245, -2.798], [0.483, 0.476, -3.780], [0.293, 0.825, -5.121], [-0.544, 1.915, -5.437], [-1.268, 2.586, -4.437], [-1.017, 2.267, -3.100], [0.044, 0.837, -1.404], [-0.737, 1.174, -0.852], [1.043, -0.391, -3.406], [0.754, 0.219, -5.908], [-0.704, 2.218, -6.492], [-2.000, 3.375, -4.680], [-1.550, 2.808, -2.317], [-0.710, -1.525, 2.728], [-0.973, -1.501, 4.025], [-0.990, -0.173, 4.417], [-0.707, 0.572, 3.271], [-0.510, -0.296, 2.236], [-0.677, -2.350, 2.114], [-1.101, -2.433, 4.536], [-1.114, 0.246, 5.388], [-0.621, 1.634, 3.091]], "nbo_charge": [1.663, 0.750, 0.884, 0.771, 0.183, -0.342, -0.414, 0.204, -0.922, -0.919, -0.956, -0.897, -0.921, -0.938, -0.902, -0.912, -0.949, 0.239, 0.207, 0.312, 0.315, 0.288, 0.327, 0.258, 0.297, 0.352, 0.280, 0.277, 0.305, 0.258, 0.266, 0.306, 0.225, 0.256, 0.308, 0.263, 0.245, 0.308, 0.271, 0.265, 0.311, 0.274, 0.233, 0.302, 0.258, 0.277, 0.294, -0.264, -0.158, -0.140, -0.143, -0.309, -0.805, 0.505, 0.200, 0.271, 0.279, 0.274, 0.231, -0.327, 0.067, -0.248, 0.019, -0.508, 0.421, 0.290, 0.307, 0.275]}

***

(2)
{"formula": "C20H41N2P3SeV", "method": "ωB97M-V/def2-TZVPD", "de_lowest_kj_mol": 93.3, "homo_energy_ev": [-15.72, -15.72], "total_charge": 3, "multiplicity": 3, "mol_weight_g_mol": 532.388, "total_energy_ev": -143256.9081, "elements": ["V", "P", "P", "P", "H", "C", "C", "H", "C", "C", "C", "C", "C", "C", "C", "C", "C", "H", "H", "H", "H", "H", "H", "H", "H", "H", "H", "H", "H", "H", "H", "H", "H", "H", "H", "H", "H", "H", "H", "H", "H", "H", "H", "H", "H", "H", "C", "C", "C", "C", "C", "C", "Se", "H", "H", "H", "H", "H", "H", "N", "C", "C", "C", "N", "H", "H", "H", "H"], "xyz": [[-0.133, -0.551, 0.854], [0.210, 1.489, 2.162], [-2.642, 0.227, 0.736], [2.258, -0.505, 0.247], [-0.807, -2.089, -2.451], [-0.051, -2.142, -1.667], [-0.387, -1.871, -0.358], [-1.461, -1.470, -0.084], [0.280, 2.988, 1.136], [-1.072, 1.834, 3.407], [1.702, 1.586, 3.200], [-3.540, -0.693, -0.578], [-3.694, -0.152, 2.197], [-3.025, 1.954, 0.253], [2.818, -1.586, -1.113], [3.316, -1.066, 1.626], [2.937, 1.098, -0.299], [0.805, -2.816, -1.824], [0.579, -2.081, 0.295], [0.402, 3.858, 1.795], [-0.637, 3.096, 0.546], [1.124, 2.933, 0.441], [-0.670, 2.582, 4.104], [-1.314, 0.925, 3.971], [-1.990, 2.221, 2.953], [1.551, 2.407, 3.914], [2.603, 1.785, 2.611], [1.839, 0.654, 3.763], [-4.497, -0.196, -0.793], [-3.728, -1.730, -0.267], [-2.925, -0.717, -1.488], [-4.747, 0.067, 1.958], [-3.374, 0.430, 3.069], [-3.592, -1.219, 2.440], [-4.083, 2.008, -0.043], [-2.393, 2.232, -0.604], [-2.839, 2.652, 1.078], [3.899, -1.462, -1.257], [2.294, -1.329, -2.041], [2.605, -2.636, -0.877], [4.323, -1.271, 1.241], [2.901, -1.988, 2.053], [3.364, -0.305, 2.412], [3.920, 0.919, -0.756], [3.055, 1.794, 0.538], [2.273, 1.541, -1.053], [0.249, 1.577, -4.339], [0.056, 0.189, -4.245], [0.484, -0.650, -5.279], [1.105, -0.110, -6.416], [1.266, 1.279, -6.527], [0.832, 2.122, -5.499], [-0.355, 2.725, -2.919], [0.957, 3.222, -2.665], [-0.433, -0.220, -3.362], [0.322, -1.725, -5.204], [1.446, -0.769, -7.217], [1.722, 1.707, -7.423], [0.934, 3.203, -5.579], [-1.029, -3.050, 2.094], [-1.023, -3.823, 3.194], [-0.484, -3.035, 4.212], [-0.180, -1.794, 3.657], [-0.534, -1.802, 2.339], [-1.343, -3.367, 1.174], [-1.407, -4.836, 3.204], [-0.327, -3.321, 5.238], [0.288, -0.927, 4.114]], "nbo_charge": [0.820, 0.939, 0.934, 0.927, 0.261, -0.160, -0.692, 0.290, -0.938, -0.933, -0.929, -0.936, -0.920, -0.929, -0.928, -0.929, -0.932, 0.260, 0.267, 0.281, 0.263, 0.260, 0.281, 0.252, 0.256, 0.281, 0.258, 0.247, 0.294, 0.255, 0.241, 0.285, 0.259, 0.253, 0.284, 0.270, 0.256, 0.289, 0.263, 0.242, 0.285, 0.253, 0.261, 0.285, 0.254, 0.266, -0.192, -0.287, -0.151, -0.201, -0.169, -0.214, 0.086, 0.087, 0.165, 0.207, 0.246, 0.251, 0.242, -0.333, 0.064, -0.273, 0.016, -0.438, 0.433, 0.282, 0.286, 0.242]}

***

(3)
{"formula": "C20H42Br14N2O2", "method": "ωB97M-V/def2-TZVPD", "smiles": "CN(C)C=O.CN(C)C=O.BrCCBr.BrCCBr.BrCCBr.BrCCBr.BrCCBr.BrCCBr.BrCCBr", "de_lowest_kj_mol": 343.3, "homo_energy_ev": -9.30, "multiplicity": 1, "mol_weight_g_mol": 1461.224, "total_energy_ev": -1009089.7580, "elements": ["C", "N", "C", "C", "O", "H", "H", "H", "H", "H", "H", "H", "C", "N", "C", "C", "O", "H", "H", "H", "H", "H", "H", "H", "Br", "C", "C", "Br", "H", "H", "H", "H", "Br", "C", "C", "Br", "H", "H", "H", "H", "Br", "C", "C", "Br", "H", "H", "H", "H", "Br", "C", "C", "Br", "H", "H", "H", "H", "Br", "C", "C", "Br", "H", "H", "H", "H", "Br", "C", "C", "Br", "H", "H", "H", "H", "Br", "C", "C", "Br", "H", "H", "H", "H"], "xyz": [[-0.204, 0.310, -0.286], [-1.008, -0.837, 0.171], [-0.733, -2.209, -0.182], [-2.188, -0.518, 0.679], [-3.107, -1.293, 0.981], [0.882, 0.325, -0.188], [-0.249, 1.258, 0.250], [-0.497, 0.409, -1.331], [-0.486, -2.148, -1.242], [0.126, -2.570, 0.383], [-1.633, -2.812, -0.066], [-2.252, 0.573, 0.815], [3.692, 6.152, -3.363], [3.546, 4.802, -2.960], [2.811, 3.961, -3.946], [4.070, 4.369, -1.792], [3.933, 3.199, -1.519], [4.277, 6.186, -4.282], [4.282, 6.721, -2.645], [2.739, 6.649, -3.541], [2.746, 2.990, -3.457], [1.827, 4.390, -4.137], [3.284, 3.874, -4.924], [4.567, 5.183, -1.241], [-6.756, -1.494, 5.001], [-7.335, -2.923, 3.715], [-6.255, -4.084, 3.713], [-6.758, -5.545, 2.491], [-7.360, -2.535, 2.696], [-8.302, -3.257, 4.090], [-6.014, -4.610, 4.637], [-5.399, -3.638, 3.206], [-4.794, 1.177, -2.783], [-6.690, 0.687, -2.582], [-6.864, -0.167, -1.350], [-8.776, -0.572, -1.076], [-6.902, 0.145, -3.504], [-7.115, 1.689, -2.531], [-6.464, 0.340, -0.472], [-6.168, -1.001, -1.441], [7.130, -6.800, -3.547], [5.371, -6.773, -2.552], [5.745, -6.125, -1.226], [3.995, -5.707, -0.316], [4.961, -7.783, -2.550], [4.610, -6.210, -3.091], [6.323, -5.238, -1.486], [6.359, -6.799, -0.629], [-0.814, -2.417, 4.386], [-0.535, -0.543, 5.156], [0.733, -0.009, 4.468], [1.333, 1.595, 5.442], [-0.337, -0.650, 6.222], [-1.476, -0.011, 5.016], [0.617, 0.240, 3.414], [1.449, -0.831, 4.464], [2.339, -3.571, -4.524], [3.665, -2.128, -4.285], [4.879, -2.445, -5.170], [6.015, -0.765, -5.344], [3.789, -1.940, -3.218], [3.182, -1.231, -4.670], [4.525, -2.679, -6.174], [5.442, -3.299, -4.794], [-4.129, 4.868, 1.851], [-5.945, 5.483, 1.228], [-6.958, 5.205, 2.326], [-7.185, 3.231, 2.651], [-6.232, 5.164, 0.225], [-5.921, 6.569, 1.139], [-7.911, 5.648, 2.036], [-6.703, 5.633, 3.296], [5.502, -0.948, 1.712], [5.730, 0.880, 2.342], [6.549, 0.888, 3.674], [6.693, 2.788, 4.269], [4.773, 1.379, 2.492], [6.307, 1.445, 1.610], [7.538, 0.429, 3.694], [6.122, 0.279, 4.471]], "lowdin_charge": [-0.052, -0.188, -0.027, -0.365, -0.030, 0.084, 0.084, 0.091, 0.087, 0.091, 0.091, 0.131, -0.097, -0.202, -0.017, -0.333, 0.003, 0.089, 0.084, 0.089, 0.078, 0.085, 0.087, 0.136, 0.543, -0.618, -0.665, 0.566, 0.050, 0.043, 0.045, 0.039, 0.581, -0.688, -0.698, 0.594, 0.053, 0.044, 0.051, 0.061, 0.562, -0.648, -0.666, 0.558, 0.058, 0.034, 0.037, 0.058, 0.537, -0.602, -0.703, 0.595, 0.043, 0.057, 0.044, 0.038, 0.583, -0.678, -0.627, 0.537, 0.059, 0.038, 0.041, 0.051, 0.534, -0.636, -0.657, 0.527, 0.065, 0.055, 0.059, 0.050, 0.597, -0.703, -0.660, 0.566, 0.048, 0.049, 0.051, 0.047]}